{"formula": "C15H23N2ReS", "method": "the ωB97M-V functional and the def2-TZVPD basis", "lumo_ev": [-2.609, -3.875], "total_charge": 1, "s_squared": 3.768, "multiplicity": 4, "homo_lumo_gap_ev": [6.3, 7.3], "total_energy_ev": -31863.494, "elements": ["C", "C", "C", "C", "H", "H", "H", "H", "H", "H", "H", "H", "H", "C", "C", "C", "H", "C", "C", "H", "H", "H", "H", "C", "C", "C", "H", "C", "C", "H", "H", "H", "H", "Re", "N", "C", "N", "S", "H", "H", "H", "H"], "xyz": [[-0.478, 0.834, -3.930], [0.103, 2.184, -3.847], [0.353, -0.281, -4.408], [-1.942, 0.681, -3.897], [0.410, -0.317, -5.508], [-0.053, -1.242, -4.075], [1.379, -0.188, -4.036], [0.092, 2.708, -4.817], [1.145, 2.141, -3.516], [-0.461, 2.803, -3.142], [-2.403, 0.854, -4.883], [-2.389, 1.400, -3.204], [-2.225, -0.329, -3.583], [2.207, -0.007, 1.852], [2.259, -0.797, 0.639], [2.001, 0.113, -0.469], [2.584, -1.826, 0.585], [1.906, 1.442, 0.072], [2.023, 1.375, 1.483], [1.940, 2.213, 2.161], [2.530, -0.349, 2.826], [2.153, -0.123, -1.509], [1.727, 2.340, -0.484], [-2.259, -1.040, 1.263], [-1.186, -1.941, 1.662], [-0.510, -2.383, 0.465], [-1.114, -2.414, 2.626], [-1.041, -1.611, -0.635], [-2.146, -0.828, -0.132], [-2.770, -0.161, -0.701], [-2.957, -0.536, 1.918], [0.226, -3.191, 0.434], [-0.856, -1.784, -1.682], [0.210, -0.453, 0.838], [0.386, -1.084, 5.101], [-0.033, 0.068, 4.534], [-0.292, 1.128, 5.296], [-0.572, 0.578, 2.848], [0.398, -1.141, 6.118], [0.633, -1.915, 4.612], [-0.626, 1.929, 4.808], [-0.350, 1.150, 6.317]], "forces_ev_per_a": [[0.00, 0.01, 0.20], [0.14, 0.35, 0.18], [0.27, -0.35, -0.03], [-0.38, -0.01, 0.14], [0.04, -0.06, 0.06], [0.07, -0.02, -0.12], [-0.01, -0.07, -0.13], [0.03, 0.00, 0.06], [0.00, 0.09, -0.07], [0.07, 0.07, -0.09], [-0.03, -0.03, 0.06], [-0.08, -0.04, -0.09], [-0.09, 0.01, -0.08], [1.00, 0.49, -0.71], [1.16, 0.42, -0.01], [0.41, 0.04, 0.95], [0.17, 0.10, -0.18], [-0.63, -1.23, 1.00], [0.27, -1.01, -0.55], [-0.09, -0.17, -0.07], [-0.33, -0.06, -0.04], [-0.39, -0.12, -0.09], [-0.12, 0.17, -0.23], [1.03, -0.53, -0.82], [-1.20, -0.77, -0.90], [-0.13, -1.01, 0.00], [0.14, 0.09, 0.11], [-0.39, -0.26, 0.46], [0.99, -0.29, 1.13], [0.06, 0.10, -0.16], [0.18, -0.09, -0.09], [-0.48, 0.23, -0.24], [0.34, 0.19, -0.02], [-1.26, 1.53, -1.69], [-0.44, 1.46, 0.21], [-0.90, 0.51, -1.32], [0.35, -0.65, 1.56], [0.15, 0.86, 3.39], [0.16, 0.00, -0.43], [-0.06, -0.15, -0.57], [-0.22, 0.50, -0.22], [0.21, -0.29, -0.55]]}

=====

{"formula": "C15H23N3O2S2", "method": "the ωB97M-V functional and the def2-TZVPD basis", "lumo_ev": 0.302, "e_above_lowest_kcal_mol": 84.7, "homo_lumo_gap_ev": 8.0, "smiles": "CSC1=Nc2sc3c(c2[C@@H](NCCCO)N1)CC(C)(C)OC3", "total_energy_ev": -46161.373, "elements": ["N", "O", "O", "S", "S", "C", "C", "C", "C", "C", "N", "N", "C", "C", "C", "C", "C", "C", "C", "C", "C", "C", "H", "H", "H", "H", "H", "H", "H", "H", "H", "H", "H", "H", "H", "H", "H", "H", "H", "H", "H", "H", "H", "H", "H"], "xyz": [[2.932, 0.960, -1.137], [-1.829, -3.142, -2.253], [-3.130, 2.120, -0.233], [0.746, 2.695, -1.607], [5.091, -0.664, -0.837], [3.461, -0.094, -0.475], [1.698, 1.406, -0.782], [-0.718, 2.322, -0.705], [0.945, 0.782, 0.090], [-0.437, 1.237, 0.092], [2.810, -0.631, 0.639], [0.827, -1.623, 0.828], [6.139, 0.805, -0.447], [-2.109, 2.931, -0.884], [1.495, -0.312, 0.915], [-4.010, 0.741, 1.529], [-2.579, 2.757, 2.028], [-0.678, -3.941, -1.937], [-1.543, 0.707, 1.000], [0.533, -2.085, -0.567], [0.036, -3.501, -0.636], [-2.798, 1.597, 1.038], [-2.169, -3.375, -3.127], [2.881, -1.608, 0.579], [0.022, -1.669, 1.391], [6.045, 1.637, -1.193], [5.612, 1.306, 0.432], [7.192, 0.641, -0.281], [-2.263, 2.876, -1.965], [-2.104, 4.008, -0.623], [1.393, -0.126, 1.942], [-3.849, -0.263, 1.261], [-4.264, 0.900, 2.594], [-4.931, 1.055, 0.929], [-2.509, 2.281, 2.976], [-3.523, 3.401, 2.001], [-1.752, 3.418, 1.852], [0.010, -3.725, -2.785], [-0.941, -4.996, -1.826], [-1.710, -0.227, 0.513], [-1.318, 0.615, 2.131], [-0.285, -1.423, -1.047], [1.491, -1.926, -1.103], [0.851, -4.222, -0.405], [-0.762, -3.647, 0.093]], "forces_ev_per_a": [[3.25, -1.97, 0.41], [-0.16, -0.06, 0.83], [0.72, 0.81, -1.41], [0.43, -0.25, 0.06], [0.75, -0.21, -0.29], [-2.27, 4.28, -0.60], [-0.28, 0.96, -1.49], [1.28, -1.46, 0.45], [-2.93, -0.15, 1.17], [-0.44, 1.33, 1.63], [3.68, 1.17, -2.32], [0.01, -0.81, -1.86], [-2.48, 2.48, 0.44], [0.82, -0.84, 0.02], [-2.80, -1.58, 0.03], [-1.26, 2.36, -1.07], [-2.27, 0.45, -0.75], [1.15, 1.19, -1.07], [0.70, 0.86, 0.86], [-0.72, 2.06, -0.11], [-0.67, -0.93, -0.05], [0.15, 0.26, 0.66], [0.29, -0.06, 0.31], [0.61, -1.73, 0.83], [-1.22, 0.00, 0.76], [0.05, -1.16, 0.06], [1.14, -0.90, -0.64], [0.01, -0.72, 0.22], [-0.64, 0.01, 0.14], [-0.32, -0.54, 0.35], [-0.16, 0.87, 1.75], [0.17, -1.47, 0.08], [0.40, -0.31, -0.53], [1.19, -0.20, 0.81], [0.22, 0.07, 1.10], [1.17, -0.84, 0.18], [0.64, 0.03, -0.26], [-0.02, -0.89, 0.39], [0.10, 0.03, -0.27], [-0.88, -1.22, 0.35], [0.36, -0.36, -1.88], [1.33, -0.74, 0.47], [-0.69, -0.24, -0.19], [-0.59, 0.32, -0.19], [0.17, 0.10, 0.61]]}